Formula: C2H5NO
Source: the OMol25 dataset
Level of theory: the ωB97M-V functional and the def2-TZVPD basis

Geometry as XYZ:
```
9
Properties=species:S:1:pos:R:3:forces:R:3:mulliken_charge:R:1
C 1.681 0.093 0.078 1.4096 2.3538 0.6932 -0.43
C -1.743 -0.080 0.076 -2.4296 -1.4691 0.5247 -0.23
H 2.033 0.172 1.232 -0.9865 -0.5409 -2.5387 0.21
H 1.633 1.187 -0.299 0.2982 -1.6868 0.5740 0.23
H 2.462 -0.456 -0.548 -1.2259 0.5055 0.9975 0.21
H -1.734 -1.185 0.349 -0.1635 1.2858 -0.6817 0.27
H -2.811 0.418 -0.045 2.7810 -0.5665 0.4614 0.24
N -0.642 0.505 -0.064 0.9173 0.1418 -0.7448 -0.38
O 0.410 -0.469 -0.145 -0.6007 -0.0236 0.7146 -0.13
```
Positions in Å, forces in eV/Å.

## Properties
HOMO energy = -0.35916 Eh
total energy = -209.08864 Ha
HOMO-LUMO gap = 10.96 eV
multiplicity = 1
SMILES string = C=NOC
energy above the lowest of the compared OMol25 structures with the same formula, charge and spin = 3.638 eV
molar mass = 59.1 g mol⁻¹
LUMO = 1.19 eV

=====

Formula: C16H11Cl5CoF4N2O
Source: the OMol25 dataset
Level of theory: the ωB97M-V functional and the def2-TZVPD basis

Geometry as XYZ:
```
40
Properties=species:S:1:pos:R:3:forces:R:3:mulliken_charge:R:1
Co 0.036 0.962 -1.498 0.0923 -0.0743 0.1028 0.45
C 1.420 3.545 -1.043 -0.0133 0.0250 0.0088 -0.96
N 0.050 2.999 -1.150 -0.0355 0.0426 -0.0899 0.12
C -0.702 3.747 -2.183 -0.0064 0.0020 -0.0054 -0.92
C -0.667 3.093 0.148 -0.0064 -0.0152 0.0174 -0.70
C -0.071 2.157 1.198 -0.0374 0.0037 -0.0311 -1.04
N 0.355 0.945 0.526 0.0335 -0.0123 0.0275 0.62
C 0.748 -0.165 1.139 0.0093 -0.0052 -0.0548 -0.68
C 1.366 -1.141 0.306 0.0109 0.0091 -0.0108 0.62
F 1.634 -0.763 -0.962 -0.0157 -0.0063 0.0057 -0.50
C 1.698 -2.387 0.750 0.0526 -0.0055 0.0098 0.21
F 2.278 -3.251 -0.070 0.0026 -0.0139 0.0133 -0.38
C 1.431 -2.740 2.071 0.0149 -0.0008 -0.0174 -0.28
C 0.862 -1.805 2.924 0.0163 0.0300 0.0141 0.13
F 0.609 -2.132 4.182 0.0000 -0.0008 -0.0304 -0.32
C 0.547 -0.533 2.495 0.0064 -0.0256 0.0411 1.01
F -0.004 0.327 3.340 -0.0012 -0.0244 -0.0258 -0.31
H 1.385 4.602 -0.767 -0.0010 -0.0025 0.0053 0.34
H 1.924 3.453 -2.004 -0.0011 0.0018 -0.0003 0.35
H 1.988 2.999 -0.293 0.0071 -0.0068 -0.0042 0.26
H -0.786 4.801 -1.908 0.0032 0.0004 0.0049 0.37
H -1.702 3.327 -2.288 0.0019 -0.0010 0.0001 0.31
H -0.180 3.674 -3.136 -0.0013 -0.0013 -0.0017 0.33
H -1.704 2.809 -0.043 0.0144 -0.0012 0.0041 0.45
H -0.661 4.127 0.505 0.0003 0.0020 0.0025 0.37
H -0.819 1.956 1.965 -0.0056 0.0092 0.0077 0.45
H 0.788 2.607 1.704 0.0114 -0.0109 -0.0092 0.53
H 1.670 -3.732 2.431 -0.0013 0.0020 0.0000 0.54
Cl -0.990 -5.475 0.829 -0.0095 0.0090 -0.0209 -0.13
C -1.100 -3.995 -0.035 0.0124 0.0063 0.0444 0.34
C -1.717 -2.890 0.548 -0.0345 0.0121 0.0031 -0.25
Cl -2.369 -2.999 2.134 -0.0271 -0.0199 -0.0096 -0.10
C -1.771 -1.684 -0.142 -0.0304 0.0284 -0.0246 0.78
Cl -2.556 -0.309 0.554 -0.0426 -0.0204 -0.0244 -0.09
C -1.165 -1.536 -1.396 -0.0071 0.0889 0.0621 -0.11
O -1.123 -0.354 -2.003 -0.0230 -0.0068 0.0136 -1.13
C -0.561 -2.659 -1.973 0.0050 -0.0094 -0.0224 0.69
Cl 0.208 -2.458 -3.496 -0.0147 -0.0172 0.0039 -0.15
C -0.542 -3.882 -1.311 0.0066 -0.0082 -0.0279 -0.10
Cl 0.195 -5.240 -2.048 0.0141 0.0173 0.0183 -0.14
```
Positions in Å, forces in eV/Å.

## Properties
HOMO energy (alpha / beta) = -0.41858 / -0.42304 Eh
total charge = +1
total energy = -4883.97977 Ha
HOMO-LUMO gap (alpha / beta) = 8.30 / 5.50 eV
multiplicity = 5
molar mass = 559.5 g mol⁻¹
LUMO (alpha / beta) = -3.09 / -6.01 eV